Below is a molecular structure, C22H37AsBr3F15N3O9 in a non-equilibrium geometry, with properties calculated with the ωB97M-V functional and the def2-TZVPD basis.

HOMO-LUMO gap, eV: 9.111
HOMO level, Ha: -0.26837
E_tot, eV: -358049.2084
Molar mass, g mol⁻¹: 1087.15
Net charge: -1

Positions of all 90 atoms, in Å:
As 0.16401 -0.09079 0.30335
F -0.38675 -1.47555 -0.58525
F -1.12341 0.88254 -0.34360
F 0.68501 1.27108 1.23997
F 1.46560 -1.04791 0.91530
F 1.08798 0.44521 -1.06898
F -0.90054 -0.53772 1.61327
C -0.61445 3.23307 7.27101
C -1.39259 2.25184 6.42446
O -2.59284 2.38263 6.22393
N -0.68731 1.25169 5.85120
C -1.30667 0.33838 4.92954
H -0.12787 3.89547 6.55256
H 0.12481 2.69979 7.87003
H -1.27103 3.78994 7.92784
H 0.30420 1.17691 5.99615
H -1.88766 -0.46985 5.38336
H -0.54854 -0.17138 4.33650
H -2.00947 0.82466 4.25473
C 2.63343 0.60081 3.93041
C 2.38963 2.03836 4.28383
O 2.79977 2.49142 5.35939
N 1.76457 2.83217 3.38130
C 1.57001 4.24432 3.57192
H 2.33899 -0.03324 4.76289
H 3.68457 0.40873 3.70470
H 2.15972 0.30870 2.99034
H 1.38820 2.33977 2.58377
H 1.33580 4.43281 4.62124
H 0.64886 4.54901 3.06998
H 2.40107 4.86221 3.23660
C 1.95612 3.79369 -4.06903
C 1.50156 4.66465 -2.90563
O 1.68146 5.86550 -2.94081
N 0.76950 4.06197 -1.95155
C -0.18171 4.70815 -1.07617
H 2.05622 2.72960 -3.86275
H 2.88051 4.27014 -4.38135
H 1.15297 3.86854 -4.80274
H 0.85584 3.06689 -1.84208
H -0.99449 3.99471 -0.93747
H -0.53264 5.62985 -1.52891
H 0.17214 4.88804 -0.05695
C -2.71664 -3.85323 1.49684
C -2.02726 -3.24588 2.68766
O -2.63876 -3.82461 3.86679
C -2.07020 -3.73777 5.02908
O -1.18421 -3.01817 5.32870
C -2.81850 -4.56424 6.10184
F -1.98624 -4.97366 7.04480
F -3.78370 -3.81552 6.62422
F -3.41074 -5.64174 5.54693
H -2.50339 -3.22877 0.62639
H -3.80758 -3.83037 1.53489
H -2.37110 -4.85725 1.25751
H -2.11398 -2.16620 2.79325
H -0.96574 -3.46978 2.55098
C -5.44285 -2.38985 -6.33976
C -4.12877 -3.13149 -6.12565
O -3.52780 -2.86214 -4.85446
C -4.17360 -3.05165 -3.73480
O -5.20398 -3.63453 -3.62408
C -3.35212 -2.65114 -2.49648
F -2.39983 -1.80644 -2.81396
F -4.16659 -2.03921 -1.63205
F -2.82739 -3.72010 -1.90954
H -5.93807 -2.74740 -7.24432
H -5.22868 -1.33923 -6.55209
H -6.11289 -2.51037 -5.49522
H -3.38334 -2.78419 -6.83100
H -4.34851 -4.19934 -6.18935
C 4.38083 0.17507 -2.82693
C 4.83131 1.43889 -3.55805
O 4.32676 1.59728 -4.90156
C 4.55469 0.67108 -5.79962
O 5.35337 -0.20743 -5.68642
C 3.79779 0.88872 -7.12448
F 4.64111 1.31030 -8.07165
F 3.27474 -0.28795 -7.51338
F 2.78882 1.74356 -6.99378
H 4.46022 -0.71696 -3.43771
H 3.29063 0.26813 -2.76256
H 4.78306 0.19046 -1.82136
H 5.92109 1.34872 -3.66285
H 4.55287 2.35550 -3.04995
C 1.56158 -3.64003 -1.83667
Br 1.93866 -4.78060 -0.34746
Br 0.30613 -4.44732 -3.08563
Br 3.25346 -3.41793 -2.84991
H 1.20077 -2.66205 -1.55345